[1]
The molecule C3H8N4S in a non-equilibrium geometry. Source: OMol25; level of theory: ωB97M-V/def2-TZVPD.

Summary:
Net charge: 0
Energy above the lowest of the compared OMol25 structures with the same formula, charge and spin in eV: 3.8068
SMILES: CN1NN=N[C@@]1(C)S
HOMO in eV: -8.15

Last column: natural (NBO) charge in e.
Element x y z (Å)
C 1.116 0.103 -0.826  -0.433
N -0.180 0.714 -0.774  -0.323
N -0.314 2.055 -0.303  -0.266
N -1.224 2.201 0.563  0.057
N -1.745 1.142 0.931  -0.336
C -1.212 0.006 0.301  0.178
C -0.552 -0.914 1.226  -0.671
S -2.531 -0.787 -0.773  -0.047
H 0.888 -0.912 -1.033  0.217
H 2.008 0.512 -1.452  0.215
H 1.629 0.262 0.129  0.168
H 0.172 2.819 -0.784  0.410
H -1.202 -1.327 1.991  0.251
H 0.261 -0.338 1.722  0.224
H -0.291 -1.760 0.590  0.223
H -3.515 -0.199 -0.211  0.132

Forces on atoms 1 to 2 (eV/Å):
2.3993 1.9597 0.9215
-2.0655 -0.2949 0.4249

---

[2]
The ion C3H8N5 with charge +1 in a non-equilibrium geometry. Source: OMol25; level of theory: ωB97M-V/def2-TZVPD.

Summary:
Net charge: +1
Energy above the lowest of the compared OMol25 structures with the same formula, charge and spin in eV: 6.7886
SMILES: CCNn1cnn[nH+]1
HOMO in eV: -14.54

Last column: natural (NBO) charge in e.
Element x y z (Å)
C 1.789 -1.059 -0.139  -0.691
C 1.459 0.509 0.238  -0.285
N 0.240 1.084 -0.451  -0.385
N -0.945 0.501 -0.028  0.016
C -2.280 0.893 -0.647  0.155
N -3.380 0.064 -0.021  -0.108
N -2.623 -0.693 0.888  0.046
N -1.232 -0.458 0.930  -0.174
H 2.553 -1.178 -1.048  0.263
H 2.339 -1.518 0.815  0.252
H 0.848 -1.715 -0.375  0.217
H 1.384 0.649 1.402  0.230
H 2.391 1.139 -0.162  0.273
H 0.293 0.978 -1.488  0.408
H -2.299 1.724 -1.474  0.293
H -0.538 -0.920 1.562  0.489

Forces on atoms 1 to 2 (eV/Å):
0.8273 -0.4973 0.5089
1.8094 -0.4327 -0.3383

---

[3]
The ion C3H8N5 with charge +1 in a non-equilibrium geometry. Source: OMol25; level of theory: ωB97M-V/def2-TZVPD.

Summary:
Net charge: +1
Energy above the lowest of the compared OMol25 structures with the same formula, charge and spin in eV: 5.5965
HOMO (spin up / spin down) in eV: -10.74 / -10.86

Last column: natural (NBO) charge in e.
Element x y z (Å)
C 1.064 0.986 -1.901  0.362
C 0.273 -0.980 0.370  0.205
C 1.646 -0.861 -0.247  -0.299
N 1.404 -0.035 -1.487  -0.239
N -0.113 1.383 0.461  -0.130
N -0.488 0.132 0.604  -0.260
N -0.369 -2.221 0.519  -0.822
N -0.966 2.380 0.594  -0.628
H 0.400 1.658 -2.341  0.273
H 2.266 -0.226 0.468  0.289
H 1.966 -1.786 -0.788  0.277
H -1.486 -0.088 0.859  0.410
H 0.270 -2.931 0.676  0.384
H -1.011 -2.620 -0.220  0.383
H -0.414 3.160 0.817  0.406
H -1.971 2.298 0.791  0.388

Forces on atoms 1 to 2 (eV/Å):
-0.8507 -1.4465 0.7921
0.2606 -0.2361 -0.6185

---

[4]
The ion C3H8N5S with charge +1 in a non-equilibrium geometry. Source: OMol25; level of theory: ωB97M-V/def2-TZVPD.

Summary:
Net charge: +1
Energy above the lowest of the compared OMol25 structures with the same formula, charge and spin in eV: 4.9704
SMILES: [H]/N=C1\S[C@H]1N(C)/N=[NH+]/N
HOMO in eV: -12.89

Last column: natural (NBO) charge in e.
Element x y z (Å)
H 3.190 0.050 2.248  0.396
N 2.497 0.557 1.709  -0.587
C 2.460 0.700 0.518  0.175
S 3.027 0.379 -1.157  0.176
C 1.337 0.975 -0.372  -0.136
N 0.201 0.063 -0.422  -0.168
C 0.404 -1.390 -0.582  -0.525
N -0.997 0.591 -0.111  0.096
N -2.086 -0.043 0.037  -0.097
N -3.248 0.634 0.119  -0.607
H 0.945 1.998 -0.488  0.266
H 1.218 -1.540 -1.387  0.274
H -0.444 -1.964 -1.170  0.240
H 0.802 -2.032 0.256  0.263
H -2.348 -0.996 -0.263  0.417
H -3.982 0.329 0.721  0.412
H -2.977 1.690 0.344  0.405

Forces on atoms 1 to 2 (eV/Å):
0.5833 0.4428 -0.4419
-0.0053 -0.7848 3.5507

---

[5]
The ion C3H8NO with charge -1 in a non-equilibrium geometry. Source: OMol25; level of theory: ωB97M-V/def2-TZVPD.

Summary:
Net charge: -1
Energy above the lowest of the compared OMol25 structures with the same formula, charge and spin in eV: 0.6206
SMILES: CCNC[O-]
HOMO in eV: -2.50

Last column: natural (NBO) charge in e.
Element x y z (Å)
C -0.609 0.845 -1.037  -0.643
C -1.012 -0.279 -0.135  -0.231
N -0.197 -0.481 1.082  -0.734
C 1.423 -0.598 0.717  0.175
O 2.131 0.402 1.070  -0.898
H -0.319 1.750 -0.485  0.209
H 0.325 0.676 -1.559  0.211
H -1.425 1.046 -1.735  0.176
H -2.059 -0.146 0.205  0.159
H -0.908 -1.228 -0.680  0.166
H -0.271 0.388 1.610  0.322
H 1.617 -1.550 1.328  0.052
H 1.305 -0.824 -0.382  0.037

Forces on atoms 1 to 2 (eV/Å):
0.4386 1.1117 -0.1369
0.4292 -0.9504 1.4446

---

[6]
The ion C3H8NO with charge -1 in a non-equilibrium geometry. Source: OMol25; level of theory: ωB97M-V/def2-TZVPD.

Summary:
Net charge: -1
Energy above the lowest of the compared OMol25 structures with the same formula, charge and spin in eV: 1.7615
SMILES: CNCC[O-]
HOMO in eV: -2.24

Last column: natural (NBO) charge in e.
Element x y z (Å)
C 0.040 1.198 1.330  -0.413
N 0.026 -0.258 1.211  -0.668
C 0.909 -0.560 -0.027  -0.263
C 0.127 -0.293 -1.389  -0.060
O -1.214 -0.260 -1.137  -0.984
H -0.883 1.596 1.783  0.168
H 0.120 1.500 0.351  0.192
H 0.873 1.454 2.012  0.154
H -0.963 -0.522 0.944  0.397
H 1.308 -1.684 0.155  0.139
H 1.833 -0.216 -0.144  0.163
H 0.374 -1.022 -2.198  0.098
H 0.411 0.713 -1.765  0.075

Forces on atoms 1 to 2 (eV/Å):
-0.3722 -1.0999 2.5415
0.7865 -0.5669 -1.0719

---

[7]
A cluster of 2 separate species, C3H8NO in total. Source: OMol25; level of theory: ωB97M-V/def2-TZVPD.

Summary:
Net charge: -1
Energy above the lowest of the compared OMol25 structures with the same formula, charge and spin in eV: 0.5957
HOMO in eV: -1.91

Last column: natural (NBO) charge in e.
Element x y z (Å)
C 1.821 0.000 1.568  -0.237
O 1.870 -1.044 0.635  -0.782
H 1.894 0.977 1.082  0.149
H 2.681 -0.137 2.227  0.147
H 0.892 0.044 2.154  0.151
C -1.563 1.171 -1.487  -0.734
C -1.524 -0.088 -0.952  0.035
N -0.522 -0.982 -0.970  -0.978
H -0.634 1.647 -1.810  0.165
H -2.480 1.747 -1.534  0.164
H -2.487 -0.370 -0.514  0.106
H -0.927 -1.846 -0.614  0.298
H 0.978 -1.121 0.214  0.515

Forces on atoms 1 to 2 (eV/Å):
0.0153 0.0485 -0.1781
-0.3036 -0.3346 0.3075

---

[8]
A cluster of 2 separate species, C3H8NO in total in a non-equilibrium geometry. Source: OMol25; level of theory: ωB97M-V/def2-TZVPD.

Summary:
Net charge: -1
Energy above the lowest of the compared OMol25 structures with the same formula, charge and spin in eV: 1.3736
HOMO in eV: -2.21

Last column: natural (NBO) charge in e.
Element x y z (Å)
C -0.425 1.452 2.191  -0.263
O -0.432 1.730 0.730  -0.817
H -1.331 1.920 2.673  0.132
H 0.418 1.940 2.704  0.150
H -0.546 0.317 2.413  0.183
C 0.773 -1.602 -2.223  -0.758
C 0.449 -0.580 -1.329  0.047
N -0.184 -0.686 -0.098  -0.965
H 0.479 -2.712 -2.290  0.157
H 0.985 -1.272 -3.155  0.159
H 0.800 0.403 -1.597  0.149
H -0.457 -1.703 -0.301  0.319
H -0.528 0.792 0.282  0.505

Forces on atoms 1 to 2 (eV/Å):
-1.5569 -0.4852 -1.3345
-0.1595 -0.6728 2.2639

---

[9]
A cluster of 2 separate species, C3H8NO in total in a non-equilibrium geometry. Source: OMol25; level of theory: ωB97M-V/def2-TZVPD.

Summary:
Net charge: +1
Energy above the lowest of the compared OMol25 structures with the same formula, charge and spin in eV: 2.5494
HOMO in eV: -13.42

Last column: natural (NBO) charge in e.
Element x y z (Å)
C -1.021 0.574 -0.069  0.742
C -2.166 -0.296 -0.042  -0.802
C 0.930 -0.429 0.126  -0.460
N 1.807 0.752 -0.059  -0.705
O -0.744 1.708 0.026  -0.479
H -2.796 -0.130 0.810  0.302
H -2.777 0.166 -0.742  0.286
H -2.151 -1.409 -0.024  0.290
H 0.891 -1.334 -0.521  0.247
H 0.905 -0.778 1.141  0.215
H 1.984 0.844 -1.025  0.456
H 2.735 0.678 0.423  0.438
H 1.417 1.476 0.609  0.470

Forces on atoms 1 to 2 (eV/Å):
4.7064 -1.1554 1.7560
-0.6398 -1.3306 0.9859

---

[10]
A cluster of 2 separate species, C3H8NO in total in a non-equilibrium geometry. Source: OMol25; level of theory: ωB97M-V/def2-TZVPD.

Summary:
Net charge: +1
Energy above the lowest of the compared OMol25 structures with the same formula, charge and spin in eV: 1.0221
HOMO in eV: -14.05

Last column: natural (NBO) charge in e.
Element x y z (Å)
C -0.030 -2.485 -0.408  0.159
N 0.482 -2.360 0.759  -0.564
H -0.186 -1.524 -0.892  0.259
H -0.381 -3.470 -0.686  0.236
H 0.335 -2.978 1.540  0.448
H 0.921 -1.470 0.939  0.451
O -0.351 0.395 0.612  -0.627
C 0.076 1.525 0.443  0.471
C -0.375 2.387 -0.649  -0.741
H 0.782 1.969 1.163  0.140
H 0.547 2.433 -1.259  0.256
H -0.540 3.431 -0.364  0.261
H -1.278 2.148 -1.198  0.252

Forces on atoms 1 to 2 (eV/Å):
-0.2465 0.0049 1.5672
-0.1965 0.5475 -0.8378

---

[11]
A cluster of 2 separate species, C3H8NO in total in a non-equilibrium geometry. Source: OMol25; level of theory: ωB97M-V/def2-TZVPD.

Summary:
Net charge: +1
Energy above the lowest of the compared OMol25 structures with the same formula, charge and spin in eV: 2.6753
HOMO in eV: -15.02

Last column: natural (NBO) charge in e.
Element x y z (Å)
C 1.882 1.334 0.330  0.202
N 1.324 1.471 -0.778  -0.649
H 2.127 2.064 1.073  0.228
H 1.935 0.294 0.721  0.234
H 0.527 0.755 -0.879  0.464
H 1.636 2.033 -1.576  0.457
O 0.023 -0.402 0.197  -0.609
C -1.139 -0.653 -0.216  0.468
C -1.979 -1.721 0.432  -0.766
H -1.666 0.229 -0.628  0.147
H -2.623 -1.441 1.356  0.299
H -2.692 -2.200 -0.334  0.264
H -1.281 -2.566 0.865  0.261

Forces on atoms 1 to 2 (eV/Å):
0.4747 -1.8989 2.9980
-1.0732 -0.2297 -3.0026

---

[12]
A cluster of 2 separate species, C3H8NO in total in a non-equilibrium geometry. Source: OMol25; level of theory: ωB97M-V/def2-TZVPD.

Summary:
Net charge: +1
Energy above the lowest of the compared OMol25 structures with the same formula, charge and spin in eV: 4.7053
HOMO in eV: -13.13

Last column: natural (NBO) charge in e.
Element x y z (Å)
C 1.325 0.020 -0.643  0.495
C -1.489 -1.120 -0.483  0.035
C 2.182 1.021 -0.034  -0.737
N -2.161 -0.687 0.736  -0.790
O 0.117 -0.071 -0.241  -0.558
H 1.573 -0.818 -1.265  0.196
H -1.826 -0.603 -1.307  0.133
H 2.901 1.604 -0.812  0.292
H 2.912 0.403 0.437  0.282
H 1.570 1.798 0.567  0.272
H -3.244 -0.640 0.720  0.473
H -2.028 0.371 0.829  0.452
H -1.832 -1.279 1.495  0.457

Forces on atoms 1 to 2 (eV/Å):
-4.2727 -0.9942 1.2552
2.0783 -2.9527 0.7382

---

- net charge of number 1 (C3H8N4S)?
  0

---

- What is the energy above the lowest of the compared OMol25 structures with the same formula, charge and spin in the eighth record?
  1.3736 eV